<1>
Here is one molecule with the formula C21H22N2O3S from OMol25. Energies are from ωB97M-V/def2-TZVPD.

total charge	0
frontier orbital gap	8.96	eV
structure (SMILES)	C#CC(=O)N(c1cccc(OC)c1)[C@@H](C(=O)NC1CCCC1)c1cccs1

Last column: Mulliken charge in e.
Atoms and positions in Å:
C 2.64 4.07 0.20  -0.02
C 2.26 3.08 -0.37  -0.96
C 1.92 2.00 -1.26  0.91
O 2.52 1.80 -2.30  -0.62
N 0.84 1.24 -0.88  0.63
C 0.26 1.27 0.40  0.47
C 1.06 1.35 1.54  -0.59
C 0.46 1.31 2.79  -0.87
C -0.90 1.16 2.92  -0.70
C -1.70 1.04 1.79  0.22
O -3.03 0.85 2.00  -0.49
C -3.86 0.63 0.88  -0.74
C -1.12 1.12 0.53  0.00
C 0.27 0.35 -1.89  -0.25
C -0.19 -0.97 -1.23  0.24
O -1.30 -1.44 -1.37  -0.67
N 0.78 -1.54 -0.51  -0.08
C 0.58 -2.74 0.28  -0.39
C 1.80 -3.65 0.20  -0.96
C 2.80 -3.06 1.21  -0.85
C 1.95 -2.25 2.22  -0.33
C 0.49 -2.41 1.78  -0.43
C -0.83 1.03 -2.66  -0.36
C -1.74 0.47 -3.50  -0.35
C -2.61 1.43 -4.08  -0.67
C -2.33 2.69 -3.68  -0.53
S -1.01 2.76 -2.58  -0.08
H 2.93 4.91 0.75  0.47
H 2.13 1.43 1.45  0.64
H 1.08 1.39 3.67  0.39
H -1.37 1.10 3.89  0.45
H -3.92 1.52 0.25  0.30
H -4.84 0.41 1.29  0.26
H -3.51 -0.22 0.28  0.29
H -1.73 1.05 -0.36  0.31
H 1.09 0.11 -2.58  0.74
H 1.67 -1.07 -0.40  0.32
H -0.33 -3.20 -0.10  0.60
H 2.21 -3.69 -0.81  0.37
H 1.51 -4.65 0.50  0.41
H 3.36 -3.84 1.71  0.38
H 3.51 -2.41 0.71  0.31
H 2.09 -2.61 3.24  0.48
H 2.23 -1.20 2.21  -0.04
H -0.10 -1.52 1.97  -0.08
H 0.02 -3.25 2.29  0.46
H -1.80 -0.59 -3.68  0.49
H -3.40 1.17 -4.76  0.42
H -2.82 3.60 -3.95  0.49

<2>
Here is one molecule with the formula C21H22N2O3S from OMol25. Energies are from ωB97M-V/def2-TZVPD.

total charge	0
frontier orbital gap	8.34	eV
structure (SMILES)	Cc1cccc2cc(CN(C[C@@H]3CCCO3)C(=O)c3cccs3)c(=O)[nH]c12

Last column: Mulliken charge in e.
Atoms and positions in Å:
C -1.52 4.73 -0.04  -1.71
C -0.12 4.25 0.17  1.27
C 0.89 5.12 0.53  -0.70
C 2.20 4.68 0.73  -0.82
C 2.51 3.35 0.58  -0.98
C 1.52 2.43 0.23  0.90
C 1.77 1.03 0.11  -0.69
C 0.79 0.14 -0.17  0.60
C 1.05 -1.34 -0.24  -1.05
N 0.12 -2.14 0.54  0.19
C -0.33 -3.37 -0.05  -1.59
C -1.11 -3.17 -1.35  0.92
C -2.01 -4.36 -1.72  -0.87
C -2.04 -4.33 -3.25  -0.49
C -0.98 -3.26 -3.61  -0.57
O -0.21 -3.06 -2.45  -0.42
C -0.35 -1.80 1.76  0.54
O -1.20 -2.44 2.35  -0.68
C 0.28 -0.61 2.40  0.42
C 1.56 -0.50 2.86  -0.36
C 1.80 0.73 3.52  -0.63
C 0.70 1.52 3.56  -0.52
S -0.66 0.78 2.82  -0.16
C -0.56 0.61 -0.47  0.07
O -1.50 -0.09 -0.81  -0.76
N -0.74 1.97 -0.34  0.15
C 0.20 2.89 0.02  -0.34
H -1.59 5.80 0.14  0.37
H -1.86 4.53 -1.06  0.39
H -2.21 4.23 0.65  0.35
H 0.66 6.17 0.65  0.37
H 2.96 5.39 1.00  0.40
H 3.52 3.00 0.74  0.48
H 2.77 0.69 0.30  0.42
H 0.94 -1.67 -1.27  0.58
H 2.09 -1.54 0.08  0.43
H -0.98 -3.85 0.69  0.44
H 0.53 -4.01 -0.26  0.27
H -1.71 -2.25 -1.27  0.18
H -3.00 -4.27 -1.27  0.38
H -1.56 -5.29 -1.36  0.36
H -1.78 -5.30 -3.67  0.26
H -3.02 -4.04 -3.63  0.26
H -1.47 -2.32 -3.89  0.28
H -0.31 -3.57 -4.41  0.31
H 2.30 -1.26 2.74  0.52
H 2.75 1.01 3.94  0.46
H 0.60 2.50 3.98  0.53
H -1.69 2.29 -0.51  0.20

It is <1> that is the least stable of them.

<1>
Here is a 2-piece molecular cluster, HN3O3 overall from OMol25. Energies are from ωB97M-V/def2-TZVPD.

total charge	0
frontier orbital gap	12.31	eV
structure (SMILES)	O=[N+]([O-])O.N#N

Last column: Mulliken charge in e.
Atoms and positions in Å:
O 0.32 2.50 -0.28  -0.52
N -0.25 1.56 0.15  1.06
O -1.16 1.41 0.90  -0.50
O 0.42 0.34 -0.18  -0.44
H -0.05 -0.48 0.07  0.42
N -3.30 -0.21 -0.11  -0.15
N -2.26 -0.44 -0.37  0.13

<2>
Here is a 2-piece molecular cluster, HN3O3 overall from OMol25. Energies are from ωB97M-V/def2-TZVPD.

total charge	0
frontier orbital gap (spin up / spin down)	9.02 / 8.24	eV

Last column: Mulliken charge in e.
Atoms and positions in Å:
N -0.77 0.64 -0.08  0.82
N -1.21 -0.45 0.02  -0.51
N 1.55 -0.55 -0.11  0.80
O 1.29 0.54 0.21  -0.38
O -1.14 1.80 -0.05  -0.50
O 2.41 -1.36 -0.04  -0.44
H -2.13 -0.62 0.04  0.21

It is <2> that is the least stable of them.

<1>
Here is a 2-piece molecular cluster, C5H16N overall from OMol25. Energies are from ωB97M-V/def2-TZVPD.

total charge	+1
frontier orbital gap	10.20	eV

Last column: Mulliken charge in e.
Atoms and positions in Å:
C -2.13 0.14 -0.04  -0.14
C -1.73 -0.55 1.22  -1.21
N -2.43 1.60 0.20  -0.33
H -1.32 0.09 -0.76  0.16
H -2.92 -0.25 -0.72  0.33
H -1.72 -1.63 1.09  0.35
H -2.48 -0.38 2.03  0.45
H -1.73 2.27 -0.14  0.37
H -3.30 2.02 -0.15  0.35
H -2.51 1.70 1.22  0.36
H -0.69 -0.40 1.52  0.32
C 1.56 -0.26 -0.31  0.42
C 2.25 0.44 -1.46  -1.15
C 2.29 -1.40 0.36  -1.39
H 1.24 0.39 0.51  0.27
H 0.54 -0.51 -0.67  -0.17
H 1.58 0.51 -2.32  0.33
H 1.77 -2.19 0.87  0.36
H 2.85 -1.94 -0.42  0.36
H 3.09 -1.00 0.97  0.34
H 2.64 1.43 -1.19  0.28
H 3.15 -0.10 -1.79  0.33

<2>
Here is a 2-piece molecular cluster, C5H16N overall from OMol25. Energies are from ωB97M-V/def2-TZVPD.

total charge	+1
frontier orbital gap	10.88	eV

Last column: Mulliken charge in e.
Atoms and positions in Å:
C -0.73 -1.28 -1.95  -0.34
C 0.57 -0.51 -2.16  -1.02
C -1.61 -0.85 -0.78  -0.69
H -0.49 -2.35 -1.84  0.32
H -1.32 -1.24 -2.87  0.33
H 1.49 -0.74 -1.62  0.30
H 0.91 -0.72 -3.18  0.34
H -1.76 0.22 -0.95  0.22
H 0.22 0.52 -2.25  0.24
H -1.19 -1.03 0.21  -0.06
H -2.57 -1.36 -0.79  0.37
C 1.19 0.99 1.77  -0.33
C 0.25 1.87 0.98  -0.92
N 0.54 -0.34 2.14  -0.36
H 2.15 0.66 1.38  0.43
H 1.34 1.52 2.71  0.32
H 0.03 2.75 1.56  0.37
H -0.73 1.42 0.84  0.17
H -0.45 -0.14 2.26  0.36
H 0.73 -1.03 1.42  0.34
H 0.84 -0.65 3.07  0.36
H 0.60 2.29 0.04  0.28

It is <1> that is the least stable of them.

<1>
Here is one molecule with the formula C4H2 from OMol25. Energies are from ωB97M-V/def2-TZVPD.

total charge	0
frontier orbital gap (spin up / spin down)	7.97 / 7.97	eV

Last column: Mulliken charge in e.
Atoms and positions in Å:
C -1.35 2.10 1.94  -0.01
C -1.36 2.86 2.93  -0.35
C -0.03 0.21 0.15  -0.66
C -0.72 1.11 0.99  0.45
H -0.08 0.37 -0.85  0.28
H 0.52 -0.50 0.60  0.29

<2>
Here is one molecule with the formula C4H2 from OMol25. Energies are from ωB97M-V/def2-TZVPD.

total charge	0
frontier orbital gap	9.34	eV
structure (SMILES)	C12=C3[C@H]1[C@H]23

Last column: Mulliken charge in e.
Atoms and positions in Å:
C -1.12 -0.63 0.32  -0.39
C -1.12 0.62 -0.34  -0.38
C 0.19 0.69 0.17  0.03
C 0.18 -0.69 -0.20  0.04
H 0.91 1.25 0.75  0.35
H 0.97 -1.24 -0.70  0.35

It is <1> that is the least stable of them.

<1>
Here is a 9-piece molecular cluster, C6H30O9 overall from OMol25. Energies are from ωB97M-V/def2-TZVPD.

total charge	0
frontier orbital gap	10.03	eV
structure (SMILES)	CC(C)O.CC(C)O.O.O.O.O.O.O.O

Last column: Mulliken charge in e.
Atoms and positions in Å:
C 2.02 -4.63 1.51  -1.26
C 0.88 -3.77 1.17  0.65
C -0.50 -4.26 1.62  -1.31
O 1.13 -2.51 1.67  -0.53
H 2.91 -4.26 1.01  0.32
H 1.97 -5.67 1.16  0.37
H 2.22 -4.59 2.58  0.33
H 0.79 -3.64 0.09  0.15
H -0.67 -5.32 1.44  0.36
H -1.28 -3.71 1.10  0.30
H -0.61 -4.06 2.69  0.31
H 1.31 -2.51 2.61  0.32
C 3.09 2.99 1.55  -1.24
C 1.92 3.77 0.97  0.57
C 1.20 4.68 2.03  -1.28
O 2.36 4.61 0.01  -0.54
H 3.92 3.57 1.95  0.33
H 3.47 2.39 0.72  0.27
H 2.68 2.30 2.28  0.36
H 1.15 3.13 0.55  0.17
H 1.05 4.18 2.98  0.34
H 0.31 5.14 1.61  0.35
H 1.87 5.53 2.19  0.35
H 1.52 4.95 -0.30  0.34
O -2.48 0.87 2.01  -0.60
H -2.17 -0.03 2.16  0.31
H -2.38 1.30 2.86  0.30
O -1.31 -2.85 -4.15  -0.64
H -0.48 -3.26 -3.93  0.31
H -1.34 -2.06 -3.61  0.32
O -1.36 0.05 -1.80  -0.59
H -1.14 0.33 -0.91  0.29
H -1.60 0.85 -2.26  0.30
O 3.85 -1.48 -1.45  -0.62
H 4.13 -0.60 -1.71  0.31
H 3.04 -1.34 -0.96  0.31
O -1.72 3.27 -3.90  -0.60
H -1.55 3.47 -4.82  0.30
H -1.58 4.10 -3.44  0.31
O -4.83 -3.60 -2.24  -0.64
H -5.21 -2.80 -1.88  0.32
H -4.03 -3.30 -2.68  0.33
O -4.55 3.02 -0.90  -0.63
H -3.83 3.06 -1.53  0.30
H -4.14 2.71 -0.09  0.32

<2>
Here is a 9-piece molecular cluster, C6H30O9 overall from OMol25. Energies are from ωB97M-V/def2-TZVPD.

total charge	0
frontier orbital gap	9.88	eV
structure (SMILES)	CC(C)CCCO.O.O.O.O.O.O.O.O

Last column: Mulliken charge in e.
Atoms and positions in Å:
C -0.21 -0.22 2.96  -1.91
C -0.56 0.95 2.01  2.59
C -0.21 2.23 2.66  -2.34
C 0.26 0.68 0.71  -0.33
C -0.28 1.44 -0.53  -0.38
C -1.40 0.65 -1.27  0.12
O -1.02 -0.63 -1.39  -0.30
H 0.83 -0.50 3.10  0.32
H -0.81 -0.87 2.51  0.68
H -0.77 -0.03 3.91  0.40
H -1.65 0.99 1.89  -1.42
H -0.74 2.98 2.14  0.55
H 0.85 2.34 2.71  0.43
H -0.54 2.21 3.63  0.66
H 0.00 -0.45 0.51  -0.31
H 1.27 0.77 0.92  0.68
H -0.87 2.42 -0.10  0.28
H 0.62 1.71 -1.20  0.17
H -2.12 0.67 -0.45  -0.53
H -1.71 1.00 -2.18  0.38
H -0.07 -0.68 -1.79  0.36
O -3.76 0.54 1.87  -0.69
H -3.51 0.46 0.96  0.28
H -3.13 1.29 2.23  0.43
O 1.66 2.14 -3.09  -0.67
H 1.32 1.72 -3.85  0.29
H 2.55 1.67 -2.97  0.43
O 0.92 3.63 0.19  -0.58
H 1.61 3.02 0.24  0.28
H 1.01 3.53 1.14  0.31
O -2.24 -3.35 -0.35  -0.60
H -2.54 -2.45 -0.29  0.29
H -2.16 -3.66 0.61  0.30
O 1.39 -1.52 -2.22  -0.65
H 1.35 -1.94 -1.36  0.28
H 1.52 -2.15 -2.92  0.30
O 3.39 0.62 -1.95  -0.77
H 2.92 0.07 -2.59  0.29
H 2.69 1.12 -1.39  0.42
O 1.25 -3.65 0.45  -0.60
H 0.95 -2.80 0.77  0.31
H 1.12 -4.35 1.04  0.27
O 0.53 -3.80 -2.66  -0.64
H -0.34 -3.71 -2.92  0.29
H 0.60 -4.11 -1.72  0.33

It is <2> that is the least stable of them.

<1>
Here is C31H33F2N8O2PbSSe2Te2 as an isolated structure from OMol25. Energies are from ωB97M-V/def2-TZVPD.

total charge	+1
frontier orbital gap	4.87	eV

Last column: Mulliken charge in e.
Atoms and positions in Å:
Pb 0.01 0.08 0.13  1.21
C 3.46 3.10 -0.95  -0.54
C 2.66 2.21 -0.25  -0.73
N 1.98 1.26 -0.90  0.34
C 2.11 1.17 -2.23  -0.31
C 2.87 2.12 -2.91  -0.35
N 3.54 3.07 -2.27  -0.60
C 1.44 0.02 -2.87  0.78
C 1.65 -0.30 -4.21  -0.85
C 1.06 -1.44 -4.75  0.44
C 0.28 -2.23 -3.92  -0.76
C 0.10 -1.85 -2.59  0.30
N 0.67 -0.75 -2.10  0.02
C -0.65 -2.70 -1.63  0.07
C -1.45 -3.78 -1.99  -0.26
N -1.93 -4.61 -1.07  -0.60
C -1.64 -4.37 0.21  -0.62
C -0.96 -3.21 0.58  -0.37
N -0.49 -2.40 -0.35  0.43
C 1.29 -1.81 -6.16  0.24
C 2.54 -1.67 -6.74  -0.52
C 2.71 -2.06 -8.06  -0.42
N 1.73 -2.55 -8.81  -0.59
C 0.53 -2.68 -8.26  -0.40
C 0.26 -2.33 -6.94  -0.53
H 4.04 3.86 -0.44  0.43
H 2.54 2.24 0.82  0.75
H 2.94 2.13 -3.99  0.46
H 2.26 0.33 -4.84  0.60
H -0.15 -3.15 -4.29  0.66
H -1.73 -4.00 -3.01  0.42
H -1.98 -5.10 0.93  0.43
H -0.80 -2.93 1.61  0.59
H 3.38 -1.30 -6.17  0.49
H 3.68 -1.97 -8.55  0.37
H -0.24 -3.07 -8.90  0.38
H -0.74 -2.43 -6.54  0.50
Se 0.21 4.23 0.78  -0.28
Te -1.99 4.15 1.69  0.18
Te -1.75 2.64 3.85  0.36
Se 0.30 1.43 3.55  -0.18
F -2.31 2.17 -0.87  -0.27
C -1.25 1.49 -1.49  -0.18
F -1.87 0.76 -2.51  -0.35
H -0.68 2.28 -2.00  0.25
C -6.52 0.65 5.96  -1.06
C -5.37 -0.34 5.84  -0.71
N -5.10 -0.74 4.45  0.21
C -5.46 -2.09 4.04  -0.65
C -6.95 -2.27 3.79  -1.00
C -4.53 0.16 3.64  0.14
O -4.17 1.28 4.04  -0.74
C -4.26 -0.21 2.21  -0.38
C -5.26 -0.22 1.24  0.08
C -4.90 -0.47 -0.08  -1.65
C -3.56 -0.65 -0.39  -0.20
N -2.60 -0.58 0.53  0.64
C -2.95 -0.39 1.80  -0.44
H -6.72 0.86 7.01  0.39
H -7.43 0.25 5.50  0.28
H -6.27 1.59 5.47  0.30
H -5.58 -1.25 6.40  0.43
H -4.46 0.11 6.24  0.33
H -5.14 -2.77 4.83  0.47
H -4.90 -2.34 3.14  0.30
H -7.53 -2.12 4.70  0.31
H -7.14 -3.28 3.43  0.40
H -7.31 -1.56 3.04  0.20
H -6.29 -0.02 1.50  0.66
H -5.64 -0.49 -0.86  0.44
H -3.24 -0.82 -1.41  0.46
H -2.14 -0.38 2.53  0.74
C 4.01 -2.57 1.84  -1.15
S 3.22 -0.94 1.95  0.55
C 3.63 -0.62 3.68  -1.03
O 1.75 -1.23 1.93  -0.38
H 5.09 -2.46 1.95  0.42
H 3.77 -2.97 0.86  0.33
H 3.60 -3.22 2.61  0.34
H 4.70 -0.44 3.77  0.43
H 3.31 -1.46 4.30  0.34
H 3.07 0.28 3.97  0.22

<2>
Here is C31H33F2N8O2PbSSe2Te2 as an isolated structure from OMol25. Energies are from ωB97M-V/def2-TZVPD.

total charge	+1
frontier orbital gap (spin up / spin down)	5.81 / 5.75	eV

Last column: Mulliken charge in e.
Atoms and positions in Å:
Pb 1.05 -0.56 2.25  1.60
C -1.15 0.75 6.21  -0.49
C -0.12 0.51 5.31  -0.24
N -0.26 0.76 4.02  0.09
C -1.42 1.27 3.59  0.10
C -2.46 1.47 4.49  -0.24
N -2.32 1.21 5.79  -0.62
C -1.49 1.60 2.15  0.34
C -2.58 2.26 1.60  -0.72
C -2.59 2.58 0.25  0.54
C -1.46 2.26 -0.50  -1.08
C -0.39 1.63 0.12  0.25
N -0.43 1.28 1.41  0.11
C 0.88 1.38 -0.59  0.10
C 1.27 2.05 -1.75  -0.23
N 2.43 1.82 -2.34  -0.59
C 3.23 0.91 -1.80  -0.65
C 2.87 0.25 -0.64  -0.76
N 1.71 0.49 -0.04  0.84
C -3.73 3.28 -0.37  0.38
C -4.44 4.25 0.34  -0.55
C -5.48 4.91 -0.29  -0.44
N -5.86 4.66 -1.54  -0.59
C -5.20 3.72 -2.21  -0.44
C -4.13 3.01 -1.67  -0.59
H -1.05 0.57 7.27  0.43
H 0.84 0.11 5.62  0.39
H -3.44 1.83 4.19  0.43
H -3.44 2.51 2.20  0.55
H -1.42 2.49 -1.55  0.52
H 0.64 2.81 -2.21  0.49
H 4.16 0.72 -2.31  0.44
H 3.51 -0.50 -0.17  0.57
H -4.15 4.51 1.35  0.47
H -6.04 5.68 0.23  0.38
H -5.53 3.54 -3.22  0.38
H -3.65 2.24 -2.26  0.62
Se 0.76 -3.74 5.33  -0.22
Te 2.26 -2.92 6.99  0.09
Te 4.11 -1.60 5.60  0.27
Se 3.86 -2.31 3.33  -0.26
F -1.63 -1.76 3.61  -0.30
C -1.12 -1.71 2.33  -0.28
F -2.11 -1.04 1.60  -0.29
H -1.12 -2.74 1.95  0.28
C -0.56 -1.22 -6.20  -1.04
C -1.58 -1.61 -5.13  -0.65
N -0.96 -2.36 -4.03  0.24
C -1.26 -3.78 -3.93  -0.60
C -0.65 -4.60 -5.07  -1.11
C -0.29 -1.66 -3.10  -0.02
O -0.21 -0.43 -3.11  -0.57
C 0.47 -2.39 -2.02  -0.02
C 1.53 -3.24 -2.30  -0.05
C 2.33 -3.68 -1.25  -0.94
C 2.08 -3.20 0.02  -0.58
N 1.07 -2.37 0.29  0.12
C 0.26 -2.01 -0.71  -0.42
H -1.05 -0.63 -6.98  0.39
H -0.12 -2.10 -6.66  0.30
H 0.23 -0.61 -5.76  0.26
H -2.37 -2.22 -5.56  0.40
H -2.02 -0.70 -4.71  0.29
H -2.34 -3.91 -3.94  0.40
H -0.88 -4.15 -2.98  0.37
H -1.12 -4.35 -6.02  0.33
H -0.80 -5.66 -4.88  0.40
H 0.42 -4.41 -5.17  0.27
H 1.75 -3.53 -3.32  0.52
H 3.14 -4.37 -1.42  0.47
H 2.71 -3.48 0.86  0.39
H -0.58 -1.38 -0.44  0.70
C 3.73 2.57 2.53  -0.46
S 4.68 2.04 3.99  0.35
C 5.96 1.14 3.08  -0.79
O 3.86 0.98 4.65  -0.44
H 4.34 3.28 1.98  0.48
H 2.82 3.05 2.88  0.36
H 3.48 1.70 1.92  -0.27
H 6.57 1.84 2.51  0.38
H 5.48 0.40 2.43  0.13
H 6.57 0.63 3.82  0.34

It is <1> that is the least stable of them.

<1>
Here is an isolated ion of composition C5H2N and charge +1 from OMol25. Energies are from ωB97M-V/def2-TZVPD.

total charge	+1
frontier orbital gap (spin up / spin down)	8.12 / 6.88	eV

Last column: Mulliken charge in e.
Atoms and positions in Å:
C -0.90 1.92 0.03  -0.23
C -1.26 2.56 1.01  0.30
C 0.96 -2.20 0.82  0.03
C 0.44 -1.25 0.30  -0.07
C -0.46 0.87 -0.84  0.21
N -0.05 -0.29 -0.84  -0.01
H 1.54 -2.98 1.25  0.41
H -0.28 1.38 -1.72  0.36

<2>
Here is an isolated ion of composition C5H2N and charge +1 from OMol25. Energies are from ωB97M-V/def2-TZVPD.

total charge	+1
frontier orbital gap	8.18	eV

Last column: Mulliken charge in e.
Atoms and positions in Å:
C 2.86 0.40 0.19  -0.15
C 1.62 0.71 0.13  0.74
C 3.71 -0.47 0.05  -0.11
C 0.35 0.81 -0.12  -0.41
C 0.69 -0.57 -0.09  0.39
N 1.21 -1.55 -0.04  -0.19
H -0.43 1.49 -0.49  0.36
H 3.52 -1.59 -0.34  0.37

It is <1> that is the least stable of them.